Density functional theory data (wB97M-V/def2-TZVPD) for a molecular structure, C33H42GeN4O4S2Ti at a distorted geometry.

Geometry (Å):
Ti 0.250 0.420 -0.001
C 3.571 -1.251 1.561
C 3.029 0.130 1.927
C 3.332 0.443 3.448
C 3.693 1.269 1.099
O 1.629 0.151 1.735
Ge 0.436 -0.968 2.811
O -0.435 -1.495 1.187
C -0.886 -2.863 0.977
C 0.073 -3.866 1.629
C -2.300 -3.068 1.697
C -1.112 -3.232 -0.527
O -0.772 0.408 3.045
C -1.308 0.872 4.324
C -0.554 2.052 4.827
C -1.336 -0.211 5.360
C -2.690 1.382 3.894
H 4.697 -1.331 1.545
H 3.180 -1.555 0.566
H 3.227 -1.989 2.307
H 4.411 0.747 3.570
H 3.053 -0.416 4.058
H 2.774 1.334 3.592
H 4.808 1.292 1.249
H 3.346 2.210 1.530
H 3.510 1.146 0.016
H 0.215 -3.671 2.763
H 1.093 -3.736 1.126
H -0.258 -4.838 1.525
H -2.195 -2.919 2.804
H -2.595 -4.092 1.477
H -3.032 -2.284 1.356
H -0.175 -3.352 -1.044
H -1.740 -2.593 -1.040
H -1.626 -4.244 -0.383
H 0.422 1.810 5.236
H -1.201 2.481 5.596
H -0.402 2.798 4.081
H -0.279 -0.410 5.551
H -1.866 -1.082 4.980
H -1.935 0.159 6.244
H -2.645 1.731 2.831
H -3.148 2.015 4.649
H -3.384 0.481 3.876
N -1.497 4.605 -1.078
C -0.685 3.489 -0.817
S -0.590 2.792 0.914
N -0.095 3.016 -1.853
N 0.811 1.938 -1.534
C 1.776 1.794 -2.400
C 2.616 0.707 -2.578
C 3.735 0.906 -3.437
C 4.662 -0.082 -3.597
C 4.512 -1.346 -3.050
C 3.414 -1.620 -2.335
C 2.443 -0.602 -1.986
O 1.452 -0.872 -1.171
H -2.343 4.652 -0.561
H -1.573 4.873 -2.086
H 1.785 2.570 -3.201
H 3.811 1.946 -3.823
H 5.530 0.156 -4.212
H 5.346 -1.980 -3.299
H 3.214 -2.601 -1.927
S -2.693 1.038 -4.359
C -1.582 -0.109 -4.932
C -1.032 -0.347 -6.168
C -0.132 -1.386 -6.454
C 0.448 -2.058 -5.367
C 0.116 -1.717 -4.040
C -0.946 -0.818 -3.832
N -1.458 -0.430 -2.664
C -2.509 0.398 -2.729
C -3.312 0.967 -1.527
C -3.844 2.254 -1.411
C -4.550 2.694 -0.332
C -4.838 1.773 0.829
C -4.229 0.575 0.737
C -3.505 0.252 -0.370
H -1.377 0.333 -7.003
H 0.135 -1.544 -7.445
H 1.164 -2.768 -5.632
H 0.770 -2.122 -3.223
H -3.683 2.859 -2.293
H -4.786 3.780 -0.192
H -5.174 2.250 1.739
H -4.181 -0.078 1.645

Cartesian forces, eV/Å:
0.7 0.0 -0.1
0.7 -0.7 -0.4
1.1 0.2 0.7
1.3 -0.3 -1.8
0.6 -0.6 0.4
-0.6 0.0 -0.2
0.1 0.1 0.3
-0.1 -0.6 -0.5
-1.3 0.8 0.7
2.4 2.8 0.9
1.0 1.5 0.1
0.7 -2.5 2.9
0.1 -0.2 1.0
-0.4 0.1 -2.8
0.2 0.4 0.9
-0.8 0.5 0.6
-1.2 -2.1 -0.4
-1.1 0.4 0.0
0.2 0.2 0.5
0.0 0.2 -0.3
-0.9 -0.7 0.0
0.0 0.4 0.2
-0.8 0.7 0.9
-0.9 -0.4 -0.1
-0.3 0.1 -0.6
-0.2 0.3 0.5
-0.3 -0.2 -1.9
-1.2 -0.3 0.8
-0.7 -2.2 -0.4
0.0 -0.2 -0.9
-0.5 0.1 0.1
0.6 -1.0 0.0
0.4 0.0 -0.2
-1.3 1.5 -0.9
0.7 1.1 -0.9
0.2 -0.2 0.2
0.4 0.2 0.3
0.0 0.5 -0.8
-0.3 -0.5 0.7
0.2 -0.2 -0.1
1.0 -0.4 -0.6
0.0 0.3 1.2
0.0 0.6 -0.2
0.6 0.8 -0.2
0.9 0.0 -1.0
-0.7 -0.2 1.6
-0.6 0.6 -2.3
1.6 -0.9 0.0
-0.1 -0.1 -0.6
-3.1 2.3 -0.2
2.1 -2.4 -0.2
-1.1 0.7 1.0
0.9 1.5 -1.3
1.0 0.8 -1.0
-1.9 -0.2 1.4
-0.4 0.5 0.3
0.9 -0.1 -0.7
-0.5 0.0 0.5
0.1 -0.6 1.4
0.3 -0.3 0.6
0.3 -1.0 -0.1
-0.1 -0.2 0.1
-0.2 -0.9 0.3
0.1 -0.1 0.1
-0.9 -0.1 0.3
2.5 -1.5 0.9
-0.9 0.9 -2.8
-1.2 1.5 2.9
-1.4 1.5 0.4
0.8 -0.7 -0.5
-0.4 0.8 -1.7
-3.0 1.1 3.3
2.1 0.1 0.6
1.0 -1.8 0.1
0.0 0.3 -1.7
-1.0 -0.5 3.1
1.4 4.0 -3.1
0.4 -2.0 2.1
0.4 -0.8 -1.2
0.4 -1.0 0.7
0.6 -0.4 -1.5
1.2 -1.1 0.2
-1.3 0.5 -0.6
0.0 0.6 0.1
-0.1 -1.2 -0.5
-0.4 -0.4 0.1
-0.1 0.4 -1.0

Calculated values
Charge: -1
Molecular weight (g/mol): 743.33
<S²>: 3.766
2S+1: 4
Energy above the lowest of the compared OMol25 structures with the same formula, charge and spin (eV): 3.4834
DFT total energy (eV): -150355.459
HOMO energy (spin up / spin down) (eV): -2.92 / -4.62
Largest force on an atom (eV/A): 5.20
HOMO-LUMO gap (spin up / spin down) (eV): 4.947 / 6.499